No. 1
{"formula": "C6H16N3", "method": "the ωB97M-V functional and the def2-TZVPD basis", "smiles": "C=[NH+]CNNC(C)(C)C", "total_charge": 1, "e_homo_ev": -13.04, "species": ["C", "N", "C", "N", "N", "C", "C", "C", "C", "H", "H", "H", "H", "H", "H", "H", "H", "H", "H", "H", "H", "H", "H", "H", "H"], "coordinates": [[-1.252, 1.433, 1.233], [-0.443, 1.324, 2.237], [0.226, 0.056, 2.397], [1.097, 0.085, 1.147], [0.464, 0.506, 0.021], [0.074, -0.454, -0.935], [1.194, -0.290, -2.035], [0.039, -1.905, -0.449], [-1.190, 0.068, -1.521], [-1.842, 0.530, 0.751], [-1.322, 2.459, 0.703], [-0.036, 2.110, 2.745], [0.862, -0.015, 3.384], [-0.555, -0.806, 2.276], [1.887, 0.654, 1.372], [0.856, 1.347, -0.304], [2.111, -0.721, -1.494], [0.886, -1.039, -2.697], [1.211, 0.674, -2.378], [0.708, -2.549, -1.034], [-0.956, -2.208, -0.637], [0.365, -1.884, 0.617], [-1.940, 0.375, -0.838], [-0.995, 0.932, -2.172], [-1.449, -0.681, -2.390]]}


No. 2
{"formula": "C6H16N3O", "method": "the ωB97M-V functional and the def2-TZVPD basis", "total_charge": 1, "e_homo_ev": [-8.97, -13.12], "multiplicity": 3, "species": ["C", "C", "C", "C", "C", "C", "N", "N", "N", "O", "H", "H", "H", "H", "H", "H", "H", "H", "H", "H", "H", "H", "H", "H", "H", "H"], "coordinates": [[0.344, -1.917, -1.248], [1.893, 0.824, -0.034], [0.308, 1.721, -1.640], [-0.208, -0.181, 2.120], [-2.186, -1.320, 1.189], [-0.484, -0.053, -0.284], [0.558, -1.821, -2.576], [0.516, 0.777, -0.598], [-0.889, -0.650, 0.943], [0.964, -2.948, -0.753], [2.543, 1.178, -0.782], [1.977, 1.446, 0.814], [2.083, -0.175, -0.004], [0.996, 1.518, -2.497], [-0.710, 1.762, -2.030], [0.647, 2.723, -1.209], [-0.792, -0.026, 2.913], [0.565, -0.871, 2.448], [0.372, 0.789, 1.872], [-2.719, -1.640, 0.238], [-2.075, -2.142, 1.861], [-2.791, -0.645, 1.770], [-1.338, -0.210, -0.951], [0.025, -1.086, -3.010], [0.988, -2.497, -3.182], [1.232, -2.997, 0.188]]}


No. 3
{"formula": "C6H16N3S2", "method": "the ωB97M-V functional and the def2-TZVPD basis", "smiles": "CSN1CC[N@@+](C)(SC)N1C", "total_charge": 1, "e_homo_ev": -12.28, "species": ["C", "S", "N", "C", "C", "N", "C", "S", "C", "N", "C", "H", "H", "H", "H", "H", "H", "H", "H", "H", "H", "H", "H", "H", "H", "H", "H"], "coordinates": [[-0.729, 1.365, 3.365], [0.526, 0.517, 2.370], [0.032, 1.212, 0.882], [0.923, 1.917, -0.025], [1.277, 0.699, -0.959], [0.046, -0.224, -0.855], [-0.593, -0.471, -2.169], [0.183, -1.854, 0.134], [1.362, -3.010, -0.544], [-0.746, 0.555, 0.002], [-2.069, 0.158, 0.495], [-0.436, 1.332, 4.391], [-1.675, 0.841, 3.255], [-0.873, 2.419, 3.065], [1.854, 2.147, 0.461], [0.517, 2.723, -0.561], [1.284, 0.941, -2.032], [2.115, 0.042, -0.718], [-1.590, -1.046, -2.273], [-0.829, 0.548, -2.446], [0.139, -0.974, -2.937], [1.196, -3.893, 0.202], [2.453, -2.914, -0.324], [1.085, -3.447, -1.457], [-2.166, -0.956, 0.898], [-2.595, 0.785, 1.112], [-2.638, 0.127, -0.452]]}


No. 4
{"formula": "C6H16N4O10P2Pt", "method": "the ωB97M-V functional and the def2-TZVPD basis", "e_homo_ev": [-8.16, -8.16], "species": ["Pt", "C", "C", "O", "P", "O", "O", "O", "P", "O", "O", "O", "H", "H", "H", "H", "H", "H", "H", "N", "H", "H", "H", "O", "N", "O", "O", "C", "C", "N", "C", "C", "N", "H", "H", "H", "H", "H", "H"], "coordinates": [[0.890, -0.204, 0.083], [-3.324, -0.179, 1.978], [-1.924, -0.425, 1.434], [-1.610, 0.504, 0.384], [-0.654, -0.127, 2.706], [-0.784, 1.296, 3.301], [-1.026, -1.092, 3.875], [0.715, -0.408, 2.110], [-1.653, -2.182, 0.913], [-2.936, -2.394, -0.052], [-1.767, -3.001, 2.155], [-0.410, -2.224, 0.068], [-3.423, 0.861, 2.289], [-3.535, -0.828, 2.825], [-4.056, -0.391, 1.198], [-2.138, 0.291, -0.397], [-0.210, 1.945, 2.787], [-1.267, -1.983, 3.483], [-3.371, -3.244, 0.107], [3.053, -0.546, 0.573], [3.479, -1.338, 0.110], [2.957, -0.756, 1.563], [3.651, 0.266, 0.477], [0.289, 4.219, 0.503], [0.609, 3.049, 0.629], [0.927, 2.570, 1.757], [0.738, 2.301, -0.385], [2.746, 1.521, -2.420], [1.642, 0.583, -2.737], [0.964, -0.185, -1.902], [0.094, -0.962, -2.645], [0.247, -0.643, -3.951], [1.224, 0.325, -3.991], [2.722, 1.764, -1.363], [2.628, 2.452, -2.972], [3.706, 1.075, -2.688], [-0.541, -1.680, -2.156], [-0.233, -1.012, -4.837], [1.579, 0.780, -4.814]]}


No. 5
{"formula": "C6H16N4OS", "method": "the ωB97M-V functional and the def2-TZVPD basis", "smiles": "C/C(N)=[NH+]/C(=C\\S)[C@@H](N)[C@H]([NH3+])O", "total_charge": 2, "e_homo_ev": -15.77, "species": ["C", "C", "N", "N", "C", "C", "S", "C", "N", "C", "N", "O", "H", "H", "H", "H", "H", "H", "H", "H", "H", "H", "H", "H", "H", "H", "H", "H"], "coordinates": [[2.413, -2.312, -0.817], [1.868, -1.203, -0.004], [2.278, -1.052, 1.233], [0.965, -0.394, -0.545], [0.521, 0.854, -0.019], [1.386, 1.817, 0.354], [3.120, 1.690, 0.260], [-0.972, 1.106, 0.006], [-1.598, 1.482, -1.264], [-1.802, -0.103, 0.550], [-3.221, 0.273, 0.186], [-1.605, -0.188, 1.896], [1.726, -2.635, -1.596], [2.677, -3.168, -0.200], [3.329, -1.975, -1.309], [2.988, -1.661, 1.613], [1.942, -0.304, 1.824], [0.687, -0.611, -1.496], [1.004, 2.751, 0.730], [3.394, 2.935, 0.632], [-1.146, 1.921, 0.717], [-1.518, 2.472, -1.463], [-1.233, 0.977, -2.065], [-1.566, -1.030, 0.008], [-3.849, -0.505, -0.035], [-3.648, 0.842, 0.927], [-2.985, 0.904, -0.689], [-1.972, -0.990, 2.295]]}


No. 6
{"formula": "C6H16NO", "method": "the ωB97M-V functional and the def2-TZVPD basis", "smiles": "CC[C@@H](C)[C@H]([NH3+])CO", "total_charge": 1, "e_homo_ev": -14.97, "species": ["C", "C", "C", "C", "C", "N", "C", "O", "H", "H", "H", "H", "H", "H", "H", "H", "H", "H", "H", "H", "H", "H", "H", "H"], "coordinates": [[-0.196, 1.532, -2.732], [-0.954, 1.064, -1.494], [-0.357, -0.201, -0.785], [1.029, -0.657, -1.243], [-0.458, -0.003, 0.776], [0.794, 0.711, 1.225], [-0.488, -1.352, 1.481], [0.315, -1.221, 2.686], [-0.801, 2.156, -3.381], [0.051, 0.654, -3.305], [0.733, 2.082, -2.558], [-1.979, 0.838, -1.790], [-1.081, 1.863, -0.762], [-1.094, -0.985, -0.943], [0.954, -1.005, -2.260], [1.799, 0.103, -1.125], [1.288, -1.572, -0.708], [-1.287, 0.651, 0.937], [0.776, 1.077, 2.178], [1.053, 1.470, 0.600], [1.547, 0.025, 1.222], [-1.479, -1.629, 1.831], [-0.030, -2.129, 0.874], [-0.030, -1.775, 3.406]]}


No. 7
{"formula": "C6H16NO", "method": "the ωB97M-V functional and the def2-TZVPD basis", "total_charge": 2, "e_homo_ev": [-18.40, -18.40], "multiplicity": 2, "species": ["C", "O", "C", "C", "C", "C", "C", "N", "H", "H", "H", "H", "H", "H", "H", "H", "H", "H", "H", "H", "H", "H", "H", "H"], "coordinates": [[-0.844, 0.402, 1.621], [-1.124, -1.026, 1.504], [-1.238, 1.063, 0.325], [-0.667, 0.679, -0.932], [-0.948, 1.582, -2.156], [0.899, 0.463, -0.756], [1.770, 0.425, -2.048], [0.890, -3.200, 3.469], [-1.416, 0.825, 2.441], [0.206, 0.529, 1.882], [-1.954, -1.030, 1.020], [-2.207, 1.569, 0.317], [-1.089, -0.305, -1.223], [-1.947, 2.028, -2.056], [-0.922, 1.010, -3.078], [-0.231, 2.402, -2.196], [1.074, -0.497, -0.264], [1.176, 1.263, -0.065], [2.539, -0.324, -1.924], [1.096, 0.162, -2.867], [2.042, 1.447, -2.309], [1.895, -3.053, 3.265], [0.577, -4.047, 2.965], [0.424, -2.366, 3.065]]}


No. 8
{"formula": "C6H16NO2", "method": "the ωB97M-V functional and the def2-TZVPD basis", "smiles": "C[C@@H](C(O)O)[N+](C)(C)C", "total_charge": 1, "e_homo_ev": -14.38, "species": ["C", "C", "C", "O", "O", "N", "C", "C", "C", "H", "H", "H", "H", "H", "H", "H", "H", "H", "H", "H", "H", "H", "H", "H", "H"], "coordinates": [[0.441, 1.997, 0.064], [0.366, 0.513, -0.334], [1.687, -0.143, 0.375], [2.753, 0.436, -0.303], [1.823, -1.549, 0.120], [-0.844, -0.301, -0.061], [-0.866, -0.724, 1.345], [-2.014, 0.458, -0.359], [-0.886, -1.491, -0.918], [0.010, 2.317, 1.066], [0.063, 2.440, -0.770], [1.545, 2.261, 0.085], [0.737, 0.474, -1.396], [1.622, 0.165, 1.444], [3.620, 0.569, 0.171], [2.080, -1.638, -0.884], [-0.111, -1.464, 1.494], [-0.771, 0.123, 2.048], [-1.835, -1.133, 1.448], [-1.849, 0.914, -1.390], [-2.748, -0.385, -0.151], [-2.166, 1.262, 0.350], [-1.071, -1.134, -1.956], [0.115, -1.784, -0.973], [-1.702, -2.181, -0.516]]}


No. 9
{"formula": "C6H16NOP", "method": "the ωB97M-V functional and the def2-TZVPD basis", "e_homo_ev": [-9.44, -8.22], "species": ["C", "C", "C", "C", "C", "C", "N", "O", "P", "H", "H", "H", "H", "H", "H", "H", "H", "H", "H", "H", "H", "H", "H", "H", "H"], "coordinates": [[1.544, 1.835, -0.176], [3.118, -0.068, 0.490], [1.068, -0.429, -1.259], [-2.683, -1.734, 0.231], [-3.161, 1.142, 0.753], [1.693, 0.326, 0.025], [0.860, -0.153, 1.063], [-2.508, 0.220, -1.769], [-2.186, -0.081, -0.355], [0.658, 2.159, -0.664], [1.801, 2.294, 0.785], [2.265, 2.288, -0.929], [3.526, -0.707, -0.329], [3.060, -0.615, 1.445], [3.795, 0.745, 0.568], [1.718, -0.425, -2.122], [0.616, -1.336, -1.116], [0.199, 0.244, -1.560], [-3.165, -2.234, -0.667], [-1.808, -2.331, 0.434], [-3.270, -1.778, 1.144], [-2.910, 2.150, 0.452], [-4.164, 1.038, 0.503], [-3.010, 1.031, 1.736], [0.159, 0.556, 1.530]]}


For reference, ΔE to the lowest compared entry with this formula, charge and spin by record: 71.9; 20.7; 143.1; 34.7; 0.0; 21.4; 107.4; 55.1; 89.9 kcal/mol.
For reference, strongest force on any atom by record: 5.39; 5.29; 6.19; 0.81; 0.69; 1.99; 4.09; 4.69; 4.45 eV/A.